Record 1
Computed, not measured: 18 unconnected molecules or ions with the total composition C45H58F18N18O2S2 in a non-equilibrium geometry, with ωB97M-V/def2-TZVPD.

Geometry as XYZ:
```
143
Properties=species:S:1:pos:R:3:forces:R:3
O 2.277 -4.020 -0.272 -0.32 -0.30 0.24
S 1.956 -3.319 0.916 -0.89 0.71 -0.84
O 0.734 -3.475 1.618 0.14 -0.44 -0.29
F 3.074 -3.554 1.895 1.06 -1.46 1.41
N 2.277 -1.709 0.763 -0.12 0.32 -0.79
C 3.621 -1.226 1.203 0.16 0.07 -0.01
C 4.762 -1.394 0.216 0.31 -0.17 0.43
C 5.916 -2.198 0.805 -0.22 -0.36 -0.06
S 6.755 -3.286 -0.358 0.66 0.19 -0.19
C 1.723 -1.071 -0.407 0.29 0.69 0.57
F 1.989 -1.691 -1.573 -0.19 0.13 0.20
F 2.302 0.149 -0.451 -0.12 -0.22 -0.27
C 0.162 -0.779 -0.288 0.01 0.22 0.05
F -0.225 -0.939 0.994 0.62 -0.05 -0.13
F -0.038 0.518 -0.625 -0.13 -0.17 0.01
C -0.794 -1.607 -1.175 0.31 -0.33 -0.50
F -0.537 -1.351 -2.480 -0.27 -0.11 0.73
F -0.573 -2.923 -0.946 0.04 0.42 -0.30
C -2.301 -1.269 -0.862 -0.24 -0.12 -0.37
F -2.818 -0.561 -1.890 0.32 0.01 0.15
F -2.391 -0.514 0.251 -0.57 -0.02 -0.29
C -3.268 -2.484 -0.679 -0.30 0.07 0.01
F -3.157 -3.341 -1.716 0.08 0.50 0.28
F -4.513 -1.951 -0.724 0.24 -0.28 0.04
C -3.116 -3.214 0.703 -0.27 0.19 0.21
F -1.856 -3.098 1.164 -0.59 -0.23 -0.05
F -3.939 -2.594 1.583 0.29 -0.05 -0.30
C -3.547 -4.713 0.709 -0.28 -0.10 0.50
F -4.687 -4.865 -0.015 0.70 0.16 0.35
F -3.817 -5.024 2.006 -0.02 0.01 -0.57
C -2.480 -5.736 0.238 0.33 -0.40 -0.08
F -1.529 -5.898 1.182 -0.85 0.07 -0.96
F -1.908 -5.332 -0.911 -0.24 -0.69 0.85
F -3.116 -6.921 0.037 0.72 0.84 0.13
H 3.854 -1.775 2.086 -0.03 -0.02 0.57
H 3.525 -0.215 1.539 -0.34 0.62 -0.06
H 5.174 -0.426 0.004 -0.10 0.43 -0.65
H 4.432 -1.889 -0.677 -0.27 0.04 -0.58
H 5.584 -2.809 1.627 -0.14 -0.23 0.43
H 6.671 -1.533 1.178 0.46 0.28 0.21
H 5.662 -3.834 -0.864 -0.41 -0.26 -0.15
C -5.982 -1.400 -3.552 0.16 -0.14 0.23
C -6.748 -0.738 -4.593 0.06 -0.07 0.08
N -7.352 -0.215 -5.413 -0.14 0.13 -0.18
H -5.005 -0.935 -3.440 0.01 0.06 -0.05
H -6.498 -1.339 -2.597 -0.07 0.04 0.00
H -5.833 -2.451 -3.793 -0.03 -0.02 -0.07
C 7.287 0.122 -3.257 0.02 -0.32 -0.21
C 7.117 0.482 -1.864 0.08 0.06 -0.09
N 6.983 0.793 -0.769 0.00 0.06 0.28
H 6.914 -0.884 -3.439 -0.08 0.00 0.07
H 6.739 0.803 -3.895 -0.07 0.09 -0.05
H 8.330 0.162 -3.547 0.13 0.04 0.09
C -2.943 2.693 -2.803 -0.19 -0.32 0.13
C -2.427 3.849 -3.509 0.02 -0.11 0.11
N -1.991 4.746 -4.071 0.13 0.32 -0.13
H -2.695 1.785 -3.350 0.03 0.00 -0.06
H -2.510 2.622 -1.808 0.07 0.10 0.02
H -4.024 2.753 -2.701 -0.03 0.09 -0.02
C -1.724 -9.148 -2.033 0.06 0.05 0.27
C -1.524 -9.369 -3.454 -0.26 -0.04 0.04
N -1.419 -9.543 -4.583 0.04 -0.03 -0.11
H -2.177 -10.022 -1.571 -0.01 -0.06 -0.05
H -0.779 -8.943 -1.531 0.06 -0.02 -0.07
H -2.379 -8.296 -1.878 -0.06 0.04 -0.06
C -0.576 7.975 -4.363 -0.26 -0.25 -0.17
C 0.360 8.781 -3.604 0.06 -0.02 -0.01
N 1.136 9.371 -3.001 0.10 0.12 0.11
H -1.590 8.356 -4.274 0.00 0.07 0.05
H -0.305 7.963 -5.417 0.06 0.05 -0.02
H -0.572 6.949 -4.000 -0.02 -0.02 0.00
C 0.470 1.350 3.207 -0.52 0.15 -0.09
C 1.824 1.266 3.716 -0.07 -0.05 0.03
N 2.892 1.188 4.123 0.23 -0.04 0.08
H 0.272 0.559 2.492 0.14 -0.09 0.01
H -0.251 1.255 4.018 0.13 -0.02 0.15
H 0.298 2.303 2.709 0.16 0.07 0.02
C -5.881 -6.794 3.670 0.18 0.13 -0.22
C -6.707 -7.374 4.715 0.07 0.04 -0.09
N -7.357 -7.830 5.540 -0.15 -0.09 0.19
H -4.866 -6.636 4.028 0.01 -0.02 0.08
H -5.839 -7.452 2.804 -0.05 -0.07 0.01
H -6.282 -5.835 3.350 -0.07 0.02 0.03
C -2.643 2.629 1.354 -0.36 -0.30 -0.15
C -1.603 3.635 1.407 -0.06 -0.03 0.06
N -0.771 4.420 1.482 0.14 0.19 -0.02
H -2.980 2.376 2.357 0.02 0.07 0.06
H -3.501 3.004 0.797 0.00 0.09 0.04
H -2.280 1.721 0.876 0.13 0.07 -0.01
C 3.268 6.415 -3.135 -0.09 0.02 0.37
C 3.615 5.668 -4.331 -0.07 0.45 -0.03
N 3.876 5.082 -5.280 0.01 2.08 -0.34
H 4.099 7.029 -2.797 0.10 0.00 -0.10
H 2.422 7.073 -3.313 -0.01 0.04 -0.11
H 3.003 5.739 -2.325 0.00 -0.11 0.01
C 2.183 0.805 8.172 0.24 0.02 0.15
C 0.939 0.768 7.426 0.09 0.00 -0.07
N -0.030 0.740 6.815 -0.27 0.02 -0.17
H 2.958 1.282 7.576 -0.02 0.01 -0.07
H 2.055 1.364 9.095 -0.05 0.02 0.02
H 2.505 -0.204 8.417 -0.03 -0.05 -0.01
C 3.776 2.756 -4.783 0.07 -1.14 0.03
C 4.171 1.359 -4.861 -0.14 -0.06 0.17
N 4.501 0.263 -4.922 0.03 -0.29 -0.03
H 2.738 2.840 -4.471 -0.06 -0.05 -0.03
H 4.396 3.288 -4.065 0.06 -0.36 -0.12
H 3.886 3.233 -5.754 0.03 -0.56 0.22
C 1.864 -9.156 -4.536 -0.07 -0.28 0.14
C 2.655 -8.020 -4.968 -0.06 -0.10 0.06
N 3.270 -7.113 -5.303 0.18 0.24 -0.09
H 2.226 -9.537 -3.582 0.09 0.06 0.01
H 0.822 -8.878 -4.423 0.00 0.09 -0.09
H 1.914 -9.963 -5.263 0.03 0.02 -0.08
C 11.707 2.210 -4.689 0.25 0.05 0.06
C 10.316 1.936 -5.005 0.08 0.03 0.00
N 9.219 1.722 -5.254 -0.17 0.00 -0.09
H 11.782 3.074 -4.033 -0.04 0.03 0.02
H 12.157 1.355 -4.189 -0.03 -0.05 0.01
H 12.268 2.414 -5.598 -0.02 0.00 -0.05
C -4.719 2.642 5.339 0.09 -0.13 0.28
C -5.164 3.289 4.115 -0.03 -0.03 0.13
N -5.528 3.799 3.155 0.02 0.06 -0.15
H -3.790 3.083 5.695 0.03 0.05 -0.04
H -5.464 2.746 6.125 -0.06 0.03 -0.02
H -4.546 1.580 5.174 0.00 -0.02 -0.07
C -7.069 -0.762 6.711 -0.09 -0.18 -0.15
C -6.706 0.172 7.764 -0.02 -0.07 -0.12
N -6.418 0.914 8.588 0.09 0.20 0.14
H -8.047 -0.514 6.305 -0.03 0.04 0.02
H -6.340 -0.729 5.905 0.05 0.03 0.00
H -7.104 -1.777 7.102 0.01 -0.02 0.05
C 0.483 6.754 3.554 -0.19 -0.21 0.02
C 1.512 7.764 3.727 -0.06 -0.09 -0.02
N 2.327 8.557 3.864 0.18 0.19 0.04
H 0.100 6.435 4.521 0.02 0.04 0.06
H -0.345 7.146 2.969 0.02 0.06 -0.04
H 0.871 5.882 3.035 0.06 0.02 -0.06
C -3.659 7.172 1.108 0.08 0.25 0.12
C -4.218 5.992 0.474 0.05 -0.01 0.05
N -4.648 5.048 -0.011 0.01 -0.22 -0.20
H -3.501 7.960 0.375 -0.01 -0.01 -0.05
H -4.333 7.541 1.878 -0.05 -0.03 0.01
H -2.702 6.928 1.566 0.03 -0.07 -0.01
```
Positions in Å, forces in eV/Å.

## Properties
Net charge: 0
Spin multiplicity: 1
HOMO-LUMO gap in eV: 8.566

Here are the Mulliken charges for atoms 1 to 5, given in e: atom 1 (O): -0.619, atom 2 (S): 1.183, atom 3 (O): -0.520, atom 4 (F): -0.229, atom 5 (N): 0.448



Record 2
Computed, not measured: a molecular structure, C4H8O2, with ωB97M-V/def2-TZVPD.

Geometry as XYZ:
```
14
Properties=species:S:1:pos:R:3:forces:R:3
C 0.428 -0.373 -1.714 -0.24 0.21 -0.11
C -0.331 -0.189 -0.534 -0.08 0.16 -0.31
O 0.902 -1.209 0.517 0.07 -0.38 -0.05
C -0.271 1.071 0.281 0.05 0.00 -0.04
C -0.560 0.749 1.735 -0.34 -0.11 0.07
O -1.666 0.450 2.119 0.48 0.15 -0.14
H 1.125 -1.086 -0.715 -0.06 -0.05 0.32
H 0.033 -1.043 -2.475 0.08 0.09 0.15
H 1.018 0.468 -2.076 -0.09 -0.14 0.08
H -1.216 -0.799 -0.355 0.19 0.07 -0.02
H 0.565 -2.097 0.722 0.12 0.17 0.02
H -1.046 1.754 -0.090 0.08 -0.11 0.04
H 0.710 1.542 0.163 -0.14 -0.06 0.02
H 0.307 0.763 2.422 -0.12 0.01 -0.04
```
Positions in Å, forces in eV/Å.

## Properties
Net charge: 0
Relative energy (zero: lowest compared OMol25 entry of this formula, charge and spin) in kJ/mol: 385.8
Spin multiplicity: 1
HOMO-LUMO gap in eV: 9.829

Here are the natural (NBO) charges for atoms 1 to 5, given in e: atom 1 (C): -0.797, atom 2 (C): 0.153, atom 3 (O): -0.939, atom 4 (C): -0.567, atom 5 (C): 0.464



Record 3
Computed, not measured: C19H23Cl2N3O3S in the gas phase in a non-equilibrium geometry, with ωB97M-V/def2-TZVPD.

Geometry as XYZ:
```
51
Properties=species:S:1:pos:R:3:forces:R:3
C -4.940 -1.601 -1.503 0.15 0.31 0.06
H -4.141 -2.089 -2.056 0.05 -0.10 -0.06
H -5.077 -2.128 -0.561 -0.04 -0.09 0.08
H -5.856 -1.686 -2.082 -0.11 -0.08 -0.06
C -4.618 -0.121 -1.262 -0.14 -0.16 -0.05
N -3.420 0.148 -0.493 0.13 -0.06 0.11
C -2.175 -0.076 -1.212 0.00 0.30 -0.17
C -1.784 1.163 -2.021 0.12 -0.36 0.05
H -0.757 1.094 -2.370 0.03 0.02 -0.12
H -1.887 2.060 -1.412 0.01 0.11 0.07
H -2.432 1.278 -2.885 -0.08 0.09 -0.09
H -2.244 -0.938 -1.890 0.06 -0.05 0.08
H -1.391 -0.304 -0.486 -0.05 -0.05 -0.03
C -3.449 -0.313 0.880 0.10 0.40 0.33
H -2.792 -1.178 1.047 -0.09 -0.03 0.01
C -3.039 0.813 1.849 -0.31 -0.51 0.08
N -1.669 1.225 1.658 -0.18 0.14 -0.36
C -0.671 0.809 2.460 0.15 0.17 -0.08
O -0.848 0.188 3.491 0.05 -0.11 0.18
C 0.713 1.184 2.012 0.31 -0.03 -0.03
C 1.060 1.359 0.677 -0.16 0.01 0.23
C 2.370 1.622 0.330 0.18 0.12 -0.67
C 3.351 1.725 1.301 -0.23 -0.04 0.14
C 3.019 1.555 2.640 0.05 0.03 -0.23
C 1.710 1.274 2.982 -0.19 -0.03 -0.11
H 1.434 1.111 4.013 -0.01 -0.03 0.07
H 3.786 1.631 3.394 0.09 0.01 0.05
Cl 4.970 2.047 0.841 0.55 0.08 0.33
S 2.771 1.757 -1.420 0.38 -0.03 0.03
O 3.494 2.956 -1.696 0.16 -0.03 0.10
O 1.568 1.501 -2.151 -0.04 -0.26 0.19
N 3.850 0.498 -1.664 -0.32 0.92 -0.28
C 3.621 -0.747 -1.083 -0.33 -0.76 0.26
C 4.672 -1.490 -0.552 -0.12 0.22 -0.12
C 4.434 -2.722 0.027 -0.14 -0.07 -0.01
C 3.139 -3.211 0.090 0.03 0.21 -0.10
C 2.084 -2.483 -0.439 0.14 -0.08 0.10
C 2.326 -1.257 -1.028 0.14 -0.12 -0.02
H 1.521 -0.690 -1.466 -0.14 -0.05 -0.05
H 1.082 -2.877 -0.395 -0.09 -0.05 0.01
Cl 2.838 -4.742 0.830 -0.04 -0.22 0.10
H 5.250 -3.298 0.435 0.06 -0.06 0.04
H 5.678 -1.102 -0.598 0.13 0.06 0.02
H 4.810 0.809 -1.660 -0.03 0.22 0.04
H 0.352 1.275 -0.132 -0.20 -0.06 -0.05
H -1.466 1.719 0.806 0.11 0.04 0.09
H -3.128 0.459 2.878 -0.02 0.12 -0.06
H -3.691 1.675 1.695 -0.01 -0.08 0.03
H -4.467 -0.608 1.143 -0.01 -0.08 0.00
H -4.507 0.383 -2.224 -0.11 0.06 0.01
H -5.456 0.347 -0.737 0.00 0.04 -0.13
```
Positions in Å, forces in eV/Å.

## Properties
Net charge: 0
Relative energy (zero: lowest compared OMol25 entry of this formula, charge and spin) in kJ/mol: 41.1
Spin multiplicity: 1
HOMO-LUMO gap in eV: 8.376
SMILES: CCN(CC)CCNC(=O)c1ccc(Cl)c(S(=O)(=O)Nc2ccc(Cl)cc2)c1

Here are the natural (NBO) charges for atoms 1 to 5, given in e: atom 1 (C): -0.635, atom 2 (H): 0.203, atom 3 (H): 0.203, atom 4 (H): 0.215, atom 5 (C): -0.200



Record 4
Computed, not measured: 2 unconnected molecules or ions with the total composition FH2PS in a non-equilibrium geometry, with ωB97M-V/def2-TZVPD.

Geometry as XYZ:
```
5
Properties=species:S:1:pos:R:3:forces:R:3
F -2.219 0.578 0.183 -0.16 -0.44 -0.08
P 1.324 0.598 -0.399 -2.64 0.02 0.35
S -1.571 -0.827 -0.352 1.89 1.68 -0.01
H 1.492 -0.737 -0.391 0.78 -1.77 -0.39
H 0.974 0.389 0.960 0.13 0.52 0.12
```
Positions in Å, forces in eV/Å.

## Properties
Net charge: 0
Relative energy (zero: lowest compared OMol25 entry of this formula, charge and spin) in kJ/mol: 426.1
Spin multiplicity: 1
HOMO-LUMO gap (alpha / beta) in eV: 6.300 / 6.299

natural (NBO) charges in e: atom 1 (F): -0.498, atom 2 (P): 0.290, atom 3 (S): 0.276, atom 4 (H): -0.048, atom 5 (H): -0.020



| no. | total energy (hartree) |
| --- | --- |
| 1 | -5479.36073 |
| 2 | -307.56550 |
| 3 | -2446.38470 |
| 4 | -840.45609 |